# C43H74O19

11 unconnected molecules or ions with the total composition C43H74O19 in a non-equilibrium geometry (wB97M-V/def2-TZVPD, the OMol25 dataset).

Last columns: bonded neighbours and bond lengths (Å).
Geometry (Å):
1 C 2.59967 0.76459 -1.59990  O2 1.348, H7 1.090, H8 1.090, H9 1.090
2 O 1.34695 0.93242 -1.13094  C1 1.348, C3 1.325
3 C 0.91805 0.17467 -0.13165  O2 1.325, O4 1.204, O5 1.332
4 O 1.60487 -0.56425 0.52495  C3 1.204
5 O -0.40987 0.27908 -0.10350  C3 1.332, C6 1.409
6 C -1.18856 -0.41212 0.84571  O5 1.409, H10 1.090, H11 1.090, H12 1.090
7 H 2.76932 -0.20384 -2.07049  C1 1.090
8 H 3.27863 0.72103 -0.74830  C1 1.090
9 H 2.82014 1.51195 -2.36210  C1 1.090
10 H -1.58902 -1.34387 0.44624  C6 1.090
11 H -2.02731 0.26093 1.02351  C6 1.090
12 H -0.65115 -0.68302 1.75450  C6 1.090
13 C -2.74532 -3.75239 2.42632  C14 1.511, C17 1.584, H18 1.090, H19 1.090
14 C -3.64990 -2.77480 3.14020  C13 1.511, C15 1.485, H20 1.090, H21 1.090
15 C -4.84307 -3.62140 3.39493  C14 1.485, O16 1.439, H22 1.090, H23 1.090
16 O -4.38675 -4.96714 3.62437  C15 1.439, C17 1.431
17 C -3.35378 -5.19610 2.66086  C13 1.584, O16 1.431, H24 1.090, H25 1.090
18 H -1.73933 -3.67414 2.83857  C13 1.090
19 H -2.67677 -3.62199 1.34632  C13 1.090
20 H -3.90608 -1.93433 2.49516  C14 1.090
21 H -3.23703 -2.41666 4.08326  C14 1.090
22 H -5.55578 -3.71332 2.57535  C15 1.090
23 H -5.50191 -3.29967 4.20148  C15 1.090
24 H -3.78912 -5.56480 1.73207  C17 1.090
25 H -2.58774 -5.86695 3.04977  C17 1.090
26 C -2.54123 2.13042 -2.34144  C27 1.544, C30 1.522, H31 1.090, H32 1.090
27 C -3.30620 2.61910 -1.09186  C26 1.544, C28 1.509, H33 1.090, H34 1.090
28 C -4.06579 3.81938 -1.60064  C27 1.509, O29 1.421, H35 1.090, H36 1.090
29 O -4.25176 3.54168 -2.98152  C28 1.421, C30 1.450
30 C -3.38457 2.52524 -3.54518  C26 1.522, O29 1.450, H37 1.090, H38 1.090
31 H -2.27647 1.07371 -2.30437  C26 1.090
32 H -1.55589 2.55541 -2.53272  C26 1.090
33 H -2.59830 2.89175 -0.30916  C27 1.090
34 H -4.05589 1.92144 -0.71858  C27 1.090
35 H -3.43174 4.70592 -1.61271  C28 1.090
36 H -5.01673 4.07825 -1.13504  C28 1.090
37 H -2.77991 2.98521 -4.32680  C30 1.090
38 H -3.91613 1.65635 -3.93321  C30 1.090
39 C 5.81512 -1.00548 -3.90392  C40 1.516, C43 1.552, H44 1.090, H45 1.090
40 C 6.75345 -2.06776 -3.36466  C39 1.516, C41 1.529, H46 1.090, H47 1.090
41 C 7.16422 -1.43683 -2.03385  C40 1.529, O42 1.419, H48 1.090, H49 1.090
42 O 7.46098 -0.10733 -2.42958  C41 1.419, C43 1.436
43 C 6.42690 0.30330 -3.33816  C39 1.552, O42 1.436, H50 1.090, H51 1.090
44 H 4.80129 -1.12900 -3.52314  C39 1.090
45 H 5.73388 -1.07016 -4.98896  C39 1.090
46 H 7.66887 -2.22611 -3.93478  C40 1.090
47 H 6.26545 -3.03335 -3.23204  C40 1.090
48 H 8.01530 -1.98755 -1.63326  C41 1.090
49 H 6.39617 -1.48708 -1.26206  C41 1.090
50 H 6.79046 0.92660 -4.15513  C43 1.090
51 H 5.78878 0.93457 -2.71977  C43 1.090
52 C 4.59671 3.95523 -2.79512  C53 1.505, C56 1.528, H57 1.090, H58 1.090
53 C 5.23671 4.02568 -1.43447  C52 1.505, C54 1.473, H59 1.090, H60 1.090
54 C 5.07367 5.37925 -0.87803  C53 1.473, O55 1.423, H61 1.090, H62 1.090
55 O 3.91937 5.82173 -1.58257  C54 1.423, C56 1.414
56 C 3.91569 5.31830 -2.90396  C52 1.528, O55 1.414, H63 1.090, H64 1.090
57 H 3.87751 3.14164 -2.88957  C52 1.090
58 H 5.28489 3.79032 -3.62417  C52 1.090
59 H 6.30737 3.82728 -1.48363  C53 1.090
60 H 4.83564 3.32744 -0.69982  C53 1.090
61 H 5.84095 6.05537 -1.25516  C54 1.090
62 H 5.13896 5.50872 0.20228  C54 1.090
63 H 4.32229 6.03291 -3.61958  C56 1.090
64 H 2.95037 5.06959 -3.34487  C56 1.090
65 O 1.75687 -0.84907 6.35811  C66 1.203
66 C 1.79060 -1.51506 5.35625  O65 1.203, O67 1.362, C70 1.503
67 O 0.70148 -1.82685 4.59979  C66 1.362, C68 1.410
68 C 1.01859 -2.68097 3.52337  O67 1.410, C69 1.531, H71 1.090, H72 1.090
69 C 2.31290 -3.28916 4.07037  C68 1.531, C70 1.471, H73 1.090, H74 1.090
70 C 3.00065 -2.23958 4.83812  C66 1.503, C69 1.471, H75 1.090, H76 1.090
71 H 1.18834 -2.11381 2.60816  C68 1.090
72 H 0.19975 -3.39322 3.42188  C68 1.090
73 H 2.96343 -3.79821 3.35919  C69 1.090
74 H 1.93891 -4.06771 4.73526  C69 1.090
75 H 3.56847 -1.60314 4.15943  C70 1.090
76 H 3.56761 -2.56962 5.70860  C70 1.090
77 O -0.73828 1.39327 3.20743  C78 1.260
78 C -0.59966 2.07425 4.25904  O77 1.260, O79 1.367, C82 1.503
79 O -1.01926 3.36266 4.43938  C78 1.367, C80 1.379
80 C -0.55720 3.87225 5.63438  O79 1.379, C81 1.503, H83 1.090, H84 1.090
81 C -0.18749 2.71479 6.51916  C80 1.503, C82 1.490, H85 1.090, H86 1.090
82 C 0.06910 1.63068 5.52989  C78 1.503, C81 1.490, H87 1.090, H88 1.090
83 H -1.26064 4.55930 6.10475  C80 1.090
84 H 0.35805 4.39680 5.36003  C80 1.090
85 H -0.93066 2.54871 7.29904  C81 1.090
86 H 0.64219 3.14543 7.07978  C81 1.090
87 H -0.32529 0.64616 5.78143  C82 1.090
88 H 1.12113 1.44560 5.31295  C82 1.090
89 O -7.43542 3.32213 0.73612  C90 1.227
90 C -6.33746 3.14933 1.25668  O89 1.227, O91 1.366, C94 1.508
91 O -5.82847 1.90413 1.49425  C90 1.366, C92 1.415
92 C -4.65435 1.95692 2.28187  O91 1.415, C93 1.524, H95 1.090, H96 1.090
93 C -4.71680 3.32835 2.94299  C92 1.524, C94 1.530, H97 1.090, H98 1.090
94 C -5.37695 4.15553 1.83845  C90 1.508, C93 1.530, H99 1.090, H100 1.090
95 H -3.67081 1.69886 1.88925  C92 1.090
96 H -4.75348 1.18045 3.04041  C92 1.090
97 H -3.74760 3.74675 3.21444  C93 1.090
98 H -5.34569 3.21973 3.82661  C93 1.090
99 H -4.71893 4.60024 1.09189  C94 1.090
100 H -5.86226 4.92829 2.43461  C94 1.090
101 O -4.82981 -3.71741 0.02312  C102 1.259
102 C -5.31275 -2.67310 -0.48747  O101 1.259, O103 1.343, C106 1.519
103 O -6.45841 -2.69297 -1.18883  C102 1.343, C104 1.440
104 C -6.57949 -1.43277 -1.87438  O103 1.440, C105 1.484, H107 1.090, H108 1.090
105 C -5.29643 -0.69648 -1.75591  C104 1.484, C106 1.529, H109 1.090, H110 1.090
106 C -4.67504 -1.29478 -0.49343  C102 1.519, C105 1.529, H111 1.090, H112 1.090
107 H -7.41827 -0.84228 -1.50578  C104 1.090
108 H -6.80182 -1.52925 -2.93710  C104 1.090
109 H -5.46260 0.36997 -1.60362  C105 1.090
110 H -4.74672 -0.84107 -2.68596  C105 1.090
111 H -5.01948 -0.80588 0.41786  C106 1.090
112 H -3.58828 -1.36915 -0.45447  C106 1.090
113 O 0.29889 -4.43082 0.85286  C114 1.220
114 C 1.28873 -4.25202 0.16314  O113 1.220, O115 1.383, C118 1.521
115 O 1.28566 -3.33405 -0.87108  C114 1.383, C116 1.404
116 C 2.52554 -3.15896 -1.50501  O115 1.404, C117 1.535, H119 1.090, H120 1.090
117 C 3.33730 -4.36916 -1.02249  C116 1.535, C118 1.545, H121 1.090, H122 1.090
118 C 2.68988 -4.82814 0.30358  C114 1.521, C117 1.545, H123 1.090, H124 1.090
119 H 3.00258 -2.19865 -1.30922  C116 1.090
120 H 2.29386 -3.27692 -2.56355  C116 1.090
121 H 4.34930 -3.99185 -0.87561  C117 1.090
122 H 3.28156 -5.13435 -1.79675  C117 1.090
123 H 3.19285 -4.31927 1.12588  C118 1.090
124 H 2.69915 -5.91438 0.39361  C118 1.090
125 O 3.29099 0.83715 -5.03864  C126 1.210
126 C 2.36151 0.06363 -5.08604  O125 1.210, O127 1.334, C130 1.562
127 O 2.25417 -1.00549 -4.29567  C126 1.334, C128 1.372
128 C 1.04723 -1.64610 -4.41846  O127 1.372, C129 1.557, H131 1.090, H132 1.090
129 C 0.27164 -1.06725 -5.63873  C128 1.557, C130 1.511, H133 1.090, H134 1.090
130 C 0.99345 0.24850 -5.81727  C126 1.562, C129 1.511, H135 1.090, H136 1.090
131 H 0.50777 -1.37523 -3.51088  C128 1.090
132 H 1.14509 -2.73104 -4.45638  C128 1.090
133 H -0.78124 -0.91627 -5.40049  C129 1.090
134 H 0.32767 -1.68318 -6.53627  C129 1.090
135 H 0.50747 1.10600 -5.35185  C130 1.090
136 H 1.18773 0.46376 -6.86800  C130 1.090

Orbital gap, eV: 9.1
E_tot, Ha: -3112.3024
Molecular weight, g mol⁻¹: 895.05
Total charge: 0
Multiplicity: 1
LUMO, Eh: 0.00590
HOMO level, eV: -8.962

Atom charges from the Mulliken analysis, given in e for atoms 1 to 99: atom 1 (C): 0.707, atom 2 (O): -0.491, atom 3 (C): 0.715, atom 4 (O): -0.617, atom 5 (O): 0.011, atom 6 (C): 0.516, atom 7 (H): -0.505, atom 8 (H): 0.490, atom 9 (H): -0.451, atom 10 (H): 0.395, atom 11 (H): -0.636, atom 12 (H): -0.187, atom 13 (C): 1.664, atom 14 (C): 0.262, atom 15 (C): -0.564, atom 16 (O): -0.505, atom 17 (C): -0.579, atom 18 (H): -1.363, atom 19 (H): 0.135, atom 20 (H): -0.402, atom 21 (H): 0.323, atom 22 (H): 0.178, atom 23 (H): 0.440, atom 24 (H): 0.244, atom 25 (H): 0.372, atom 26 (C): -0.402, atom 27 (C): 0.961, atom 28 (C): -0.698, atom 29 (O): -0.511, atom 30 (C): -0.424, atom 31 (H): 0.119, atom 32 (H): 0.319, atom 33 (H): 0.294, atom 34 (H): -0.790, atom 35 (H): 0.318, atom 36 (H): 0.304, atom 37 (H): 0.268, atom 38 (H): 0.249, atom 39 (C): 0.338, atom 40 (C): -0.585, atom 41 (C): -0.405, atom 42 (O): -0.474, atom 43 (C): -0.250, atom 44 (H): -0.500, atom 45 (H): 0.445, atom 46 (H): 0.281, atom 47 (H): 0.309, atom 48 (H): 0.393, atom 49 (H): 0.166, atom 50 (H): 0.270, atom 51 (H): 0.052, atom 52 (C): 0.527, atom 53 (C): -0.401, atom 54 (C): -0.490, atom 55 (O): -0.448, atom 56 (C): -0.634, atom 57 (H): -0.651, atom 58 (H): 0.359, atom 59 (H): 0.286, atom 60 (H): 0.169, atom 61 (H): 0.280, atom 62 (H): 0.359, atom 63 (H): 0.305, atom 64 (H): 0.355, atom 65 (O): -0.628, atom 66 (C): 0.408, atom 67 (O): -0.228, atom 68 (C): 0.894, atom 69 (C): -0.574, atom 70 (C): -0.527, atom 71 (H): -0.334, atom 72 (H): -0.299, atom 73 (H): 0.285, atom 74 (H): 0.337, atom 75 (H): 0.247, atom 76 (H): 0.327, atom 77 (O): -0.412, atom 78 (C): 0.134, atom 79 (O): -0.410, atom 80 (C): -0.434, atom 81 (C): -0.686, atom 82 (C): 0.195, atom 83 (H): 0.369, atom 84 (H): 0.272, atom 85 (H): 0.297, atom 86 (H): 0.272, atom 87 (H): 0.192, atom 88 (H): 0.106, atom 89 (O): -0.632, atom 90 (C): 0.433, atom 91 (O): -0.400, atom 92 (C): 0.529, atom 93 (C): -0.645, atom 94 (C): -0.443, atom 95 (H): -0.574, atom 96 (H): 0.400, atom 97 (H): 0.251, atom 98 (H): 0.365, atom 99 (H): 0.216